The following is a DFT calculation (ωB97M-V/def2-TZVPD) of C2H4N2O as an isolated structure.

Each line ends with the Löwdin charge.
Atoms and positions in Å:
C: -1.87 1.31 -0.12  -0.03
C: 1.78 -1.34 -0.07  -0.10
N: -0.88 0.57 -0.28  -0.18
N: 0.61 -1.19 -0.40  0.12
O: -0.20 0.07 0.67  -0.09
H: -2.43 1.74 -0.91  0.05
H: -1.84 1.75 0.82  0.05
H: 2.57 -1.90 -0.61  0.09
H: 2.25 -1.00 0.90  0.10

Values from the calculation:
ΔE to the lowest compared entry with this formula, charge and spin (kcal/mol): 139.08
Frontier orbital gap (spin up / spin down) (Ha): 0.3230 / 0.3166

The following is a DFT calculation (ωB97M-V/def2-TZVPD) of C2H4N2O in the gas phase.

Each line ends with the Löwdin charge.
Atoms and positions in Å:
C: -0.88 -0.74 1.55  -0.04
N: -1.28 -0.45 0.35  -0.01
N: -0.18 -0.32 -0.57  0.01
C: 0.69 0.66 -0.32  -0.35
O: 1.58 0.91 -1.14  -0.01
H: -1.71 -0.95 2.28  0.08
H: 0.17 -0.96 1.89  0.09
H: -0.42 -0.57 -1.48  0.12
H: 0.64 1.14 0.62  0.11

Values from the calculation:
Structure (SMILES): C=NNC=O
ΔE to the lowest compared entry with this formula, charge and spin (kcal/mol): 40.24
Frontier orbital gap (Ha): 0.3823

The following is a DFT calculation (ωB97M-V/def2-TZVPD) of C2H4N2O in the gas phase.

Each line ends with the Löwdin charge.
Atoms and positions in Å:
C: -1.60 -0.34 -0.13  -0.02
N: -0.92 0.69 0.33  -0.01
N: 0.46 0.69 -0.16  -0.05
C: 1.51 -0.15 0.27  -0.35
O: 2.67 0.00 -0.08  0.01
H: -2.64 -0.32 0.13  0.05
H: -1.31 -1.15 -0.81  0.08
H: 0.86 1.59 -0.44  0.13
H: 0.98 -1.00 0.88  0.15

Values from the calculation:
Structure (SMILES): C=NNC=O
ΔE to the lowest compared entry with this formula, charge and spin (kcal/mol): 45.76
Frontier orbital gap (Ha): 0.3755

The following is a DFT calculation (ωB97M-V/def2-TZVPD) of C2H4N2O in the gas phase.

Each line ends with the Löwdin charge.
Atoms and positions in Å:
C: -0.15 -0.30 -0.61  -0.07
O: 0.73 0.84 -0.38  -0.13
C: 0.36 1.72 0.63  -0.37
N: -0.09 3.07 0.36  0.07
N: -1.03 2.38 0.74  0.12
H: 0.13 -0.93 -1.42  0.07
H: -1.11 0.14 -0.90  0.08
H: -0.34 -0.92 0.36  0.12
H: 0.81 1.81 1.61  0.12

Values from the calculation:
Structure (SMILES): COC1N=N1
ΔE to the lowest compared entry with this formula, charge and spin (kcal/mol): 76.54
Frontier orbital gap (Ha): 0.3863

The following is a DFT calculation (ωB97M-V/def2-TZVPD) of C2H4N2O2 in the gas phase.

Each line ends with the Löwdin charge.
Atoms and positions in Å:
O: 1.35 -0.70 -0.72  0.02
C: 0.46 -0.42 0.27  -0.31
C: 0.43 1.14 0.23  -0.06
N: -0.70 1.16 -0.36  0.09
N: -0.90 -0.26 -0.40  -0.15
O: -2.00 -0.76 0.26  0.00
H: 2.25 -0.53 -0.60  0.08
H: 0.62 -0.88 1.26  0.15
H: 1.20 1.85 0.37  0.10
H: -2.72 -0.61 -0.31  0.08

Values from the calculation:
Structure (SMILES): O[C@H]1C=NN1O
ΔE to the lowest compared entry with this formula, charge and spin (kcal/mol): 142.66
Frontier orbital gap (Ha): 0.3565

The following is a DFT calculation (ωB97M-V/def2-TZVPD) of a 2-piece molecular cluster, C2H4N2O2 overall.

Each line ends with the Löwdin charge.
Atoms and positions in Å:
C: 0.81 0.39 0.27  -0.27
C: -0.17 -0.61 0.23  -0.02
N: 2.04 0.35 0.72  0.10
N: -1.51 -0.26 0.01  -0.42
O: -1.87 0.69 -0.68  0.05
O: -2.28 -0.99 0.61  0.09
H: 0.23 1.34 -0.17  0.15
H: 0.34 -0.69 -2.29  0.15
H: -0.04 -1.56 0.50  0.09
H: 2.45 1.34 0.82  0.09

Values from the calculation:
ΔE to the lowest compared entry with this formula, charge and spin (kcal/mol): 218.26
Frontier orbital gap (spin up / spin down) (Ha): 0.2991 / 0.3490

The following is a DFT calculation (ωB97M-V/def2-TZVPD) of C2H4N2O2 as an isolated structure.

Each line ends with the Löwdin charge.
Atoms and positions in Å:
C: -0.78 0.05 0.19  -0.51
N: -1.42 -1.07 -0.24  0.18
C: 0.14 0.93 -0.46  -0.08
O: 2.13 0.45 0.62  -0.06
N: 1.03 -0.02 -0.14  -0.01
O: -1.23 1.12 0.75  0.04
H: 2.81 -0.22 0.46  0.08
H: -0.83 -1.72 -0.73  0.11
H: -2.10 -1.46 0.39  0.11
H: 0.26 1.93 -0.86  0.14

Values from the calculation:
ΔE to the lowest compared entry with this formula, charge and spin (kcal/mol): 147.76
Frontier orbital gap (Ha): 0.3651

The following is a DFT calculation (ωB97M-V/def2-TZVPD) of a 2-piece molecular cluster, C2H4N2O2 overall.

Each line ends with the Löwdin charge.
Atoms and positions in Å:
C: -2.13 0.42 -0.61  0.01
N: -1.14 -0.27 -0.18  -0.01
N: -0.67 -1.39 -0.13  -0.12
O: 0.41 -1.78 0.21  -0.04
H: -1.90 0.85 -1.64  0.10
H: -3.00 0.56 0.14  0.11
C: 2.56 -0.24 -0.07  -0.20
O: 1.90 0.69 -0.42  -0.04
H: 3.07 -0.62 0.89  0.10
H: 2.84 -0.92 -0.98  0.09

Values from the calculation:
Structure (SMILES): C=NN=O.C=O
ΔE to the lowest compared entry with this formula, charge and spin (kcal/mol): 165.41
Frontier orbital gap (spin up / spin down) (Ha): 0.3158 / 0.3158

| no. | F_max (eV/A) |
| --- | --- |
| 1 | 3.808 |
| 2 | 4.627 |
| 3 | 3.498 |
| 4 | 3.281 |
| 5 | 3.422 |
| 6 | 3.628 |
| 7 | 5.638 |
| 8 | 3.941 |